(1)
Molecular formula: C4H11NS2
Method: DFT, wB97M-V/def2-TZVPD

```
18
Properties=species:S:1:pos:R:3:mulliken_charge:R:1
S -2.52495 -1.95035 -1.85845 -0.12
S -1.85062 -0.03210 -1.46955 0.02
C -1.80946 0.02259 0.31176 -0.78
C -0.49703 -0.53527 0.96036 -0.28
N 0.50121 0.43152 1.22808 0.03
C 1.72807 0.48934 0.48236 -0.52
C 1.64238 0.93624 -0.97573 -0.89
H -1.45504 -2.59225 -1.36571 0.16
H -1.93126 1.07644 0.58307 0.38
H -2.71030 -0.46782 0.69034 0.38
H -0.76892 -1.00519 1.91828 0.34
H -0.08139 -1.32468 0.33089 0.27
H 0.13677 1.29429 1.63573 0.35
H 2.19548 -0.50914 0.55086 0.32
H 2.48006 1.09581 1.01236 0.40
H 1.43677 1.99473 -1.05837 0.33
H 2.59360 0.70704 -1.42863 0.35
H 0.91463 0.36879 -1.54766 0.27
```

HOMO-LUMO gap (alpha / beta)   0.3647 / 0.1831 Eh
Total charge   +1
Molar mass   137.3 g mol⁻¹
Spin multiplicity   2
E_LUMO (alpha / beta)   -0.10852 / -0.28629 Eh
Energy   -1009.81584 Eh
HOMO energy (alpha / beta)   -0.4732 / -0.4693 Eh


(2)
Molecular formula: C30H39AsF6N3O12S3
Method: DFT, wB97M-V/def2-TZVPD

```
94
Properties=species:S:1:pos:R:3:mulliken_charge:R:1
As -0.16870 -0.23374 0.58744 2.20
F -0.07038 -1.74974 1.42666 -0.56
F 0.99206 -0.78089 -0.58688 -0.51
F -0.30806 1.29421 -0.21713 -0.46
F -1.36434 0.25593 1.73489 -0.49
F 1.14372 0.45277 1.49602 -0.55
F -1.40054 -0.90024 -0.43344 -0.53
C -0.45166 4.86496 -2.91475 -0.56
C -0.94000 5.44802 -4.07786 -0.59
C -0.77361 4.84822 -5.30921 -0.42
C -0.22986 3.58440 -5.34048 0.42
C 0.25531 2.96886 -4.19855 -0.40
C 0.03237 3.56018 -2.96150 -0.25
N -0.03843 2.90745 -6.63636 0.89
O 1.08755 2.61385 -6.96290 -0.55
O -1.03864 2.66065 -7.28191 -0.57
H -0.49274 5.37745 -1.96281 0.55
H -1.37620 6.43867 -4.03187 0.35
H -1.07249 5.36755 -6.20990 0.37
H 0.68580 1.97775 -4.26896 0.31
H 0.24689 2.94104 -2.09916 0.45
C -2.77958 -5.90631 0.65356 -0.41
C -3.89425 -6.59953 1.10236 -0.54
C -4.69017 -6.06317 2.10270 -0.49
C -4.37951 -4.80534 2.57545 0.12
C -3.30831 -4.07804 2.09967 -0.36
C -2.47827 -4.64429 1.14188 -0.27
N -5.15713 -4.28143 3.70637 0.99
O -4.96451 -3.12309 4.03661 -0.59
O -5.95689 -5.02934 4.23442 -0.61
H -2.08382 -6.37401 -0.03497 0.42
H -4.10336 -7.55976 0.64967 0.38
H -5.58986 -6.57138 2.41657 0.43
H -3.26460 -3.02580 2.35153 0.54
H -1.61374 -4.07528 0.83425 0.38
C 0.20091 -6.06006 -2.88945 -0.44
C -0.92646 -6.42511 -3.60359 -0.46
C -2.07673 -5.66024 -3.51385 -0.40
C -2.12489 -4.58230 -2.65822 -0.32
C -1.01827 -4.24574 -1.89336 0.10
C 0.15895 -4.95385 -2.05872 -0.52
N -3.31525 -3.72941 -2.62863 1.05
O -4.19245 -3.97088 -3.44238 -0.65
O -3.38456 -2.90004 -1.75630 -0.53
H 1.09268 -6.67337 -2.92398 0.38
H -0.93570 -7.30422 -4.23348 0.39
H -2.97936 -5.92709 -4.04792 0.45
H -0.95996 -3.43678 -1.18026 0.51
H 0.98933 -4.69765 -1.41452 0.43
C -1.26215 0.67072 6.06973 -0.91
C -2.53213 0.34075 5.29115 -0.43
C -2.93043 1.56975 4.42783 -0.67
S -1.56648 2.73292 4.51533 1.10
O -1.85670 3.73571 5.51129 -0.74
O -1.16122 3.12460 3.19339 -0.48
C -0.40739 1.55898 5.18769 -0.40
H -0.70469 -0.17067 6.47866 0.39
H -1.57135 1.23987 6.95582 0.34
H -3.38401 0.13168 5.94079 0.31
H -2.42252 -0.55415 4.67937 0.15
H -3.79244 2.10079 4.82134 0.49
H -3.06355 1.23143 3.40423 0.22
H 0.38355 2.09325 5.71007 0.51
H -0.01461 1.02945 4.31584 0.12
C 2.16025 3.36880 2.87714 0.15
C 3.07106 3.03009 1.70656 -0.81
C 2.39063 3.36101 0.40873 -0.13
S 1.38257 4.82654 0.72242 1.25
O 0.03276 4.50862 0.34308 -0.54
O 1.98744 6.02711 0.20286 -0.82
C 1.59106 4.74609 2.50514 -1.00
H 2.73727 3.60495 3.77673 0.39
H 1.42340 2.62619 3.16218 -0.39
H 3.38044 1.98334 1.74943 0.36
H 4.00939 3.57556 1.84740 0.49
H 1.64019 2.64799 0.06899 -0.28
H 3.10325 3.61044 -0.37696 0.47
H 0.68833 5.11551 2.98742 0.43
H 2.36550 5.50054 2.67546 0.45
C 4.75172 0.52156 -0.74145 -0.06
C 6.07362 0.73536 -1.51036 -0.77
C 5.67142 1.47994 -2.75518 -0.66
S 4.31228 0.49980 -3.37776 1.08
O 4.84494 -0.66203 -4.05213 -0.69
O 3.35864 1.36638 -4.01794 -0.57
C 3.72639 -0.01948 -1.73267 -0.37
H 4.41548 1.44953 -0.28387 -0.30
H 4.90975 -0.22052 0.04135 0.42
H 6.39525 -0.27738 -1.78019 0.32
H 6.85030 1.21346 -0.91993 0.38
H 6.40946 1.70489 -3.51672 0.46
H 5.12612 2.38332 -2.45568 0.25
H 3.77569 -1.10212 -1.80873 0.31
H 2.71924 0.36559 -1.62461 0.10
```

HOMO-LUMO gap   0.3166 Eh
Total charge   -1
Molar mass   918.8 g mol⁻¹
Spin multiplicity   1
E_LUMO   0.04700 Eh
Energy   -6263.16867 Eh
HOMO energy   -0.2696 Eh


(3)
Molecular formula: C16H23NO6S3
Method: DFT, wB97M-V/def2-TZVPD

```
49
Properties=species:S:1:pos:R:3:mulliken_charge:R:1
O 1.08770 1.36970 -2.93529 -0.58
O 0.98585 -2.17298 -1.51437 -0.59
O 3.31704 1.71939 1.66884 -0.78
O 3.30210 -0.32657 2.92543 -0.60
O -0.99276 0.70411 -2.20666 -0.14
O 1.80944 -2.42040 1.36185 -0.20
S -1.65649 0.33820 2.77644 -0.08
S 0.80322 -0.06992 4.43248 -0.13
C 0.34330 0.92538 -2.07020 -0.34
C 1.96488 -1.61815 -1.00478 0.27
C 0.12188 0.20882 2.82538 0.47
C 1.02262 0.58767 -0.76991 0.92
C 0.38289 0.96788 0.41553 0.86
C 0.90502 0.52177 1.73640 -0.34
N 2.15017 -0.26345 -0.88289 0.02
C 1.35392 -3.75935 1.32423 -0.88
C -2.00932 1.71326 3.95513 -0.88
C 0.48873 -1.86075 4.66221 -0.62
C -0.79203 1.93855 0.42550 -2.27
C -3.14055 0.62808 -3.15216 -1.78
C -1.19984 0.00454 -4.53319 -1.57
C -1.61288 2.36864 -4.06332 -1.63
C -1.69017 0.94618 -3.44908 1.57
C 3.08617 -0.52148 0.24279 -0.72
C 2.67361 -2.01404 0.27448 0.01
S 2.71162 0.39154 1.79485 1.50
H 0.47091 -3.89298 1.97289 0.22
H 1.11429 -4.06823 0.31766 0.40
H 2.15073 -4.40223 1.66403 0.36
H -1.58234 2.65437 3.63575 0.29
H -1.61332 1.50602 4.91932 0.31
H -3.08891 1.77914 4.00318 0.37
H 0.74535 -2.17236 5.67264 0.43
H 1.10874 -2.43778 3.97255 0.03
H -0.56674 -2.10254 4.49828 0.27
H -1.78227 1.45719 0.40540 0.33
H -0.72820 2.55001 1.32437 0.47
H -0.76566 2.62254 -0.41210 0.51
H -3.77821 0.84295 -3.98690 0.42
H -3.47833 1.25448 -2.30954 0.37
H -3.26654 -0.37813 -2.83168 0.42
H -1.69285 0.21985 -5.48931 0.43
H -1.38006 -1.04881 -4.28957 0.36
H -0.10973 0.10554 -4.72644 0.36
H -2.26548 2.44390 -4.93393 0.48
H -1.93626 3.09176 -3.30928 0.37
H -0.62298 2.64774 -4.43626 0.36
H 4.12229 -0.30714 -0.04483 0.44
H 3.52942 -2.67188 0.14408 0.51
```

HOMO-LUMO gap   0.2920 Eh
Molar mass   421.6 g mol⁻¹
Spin multiplicity   1
E_LUMO   -0.02265 Eh
Energy   -2324.08937 Eh
HOMO energy   -0.3146 Eh